[1]
The following is a quantum chemistry calculation of C50H54Br4Ge2MoS4 as an isolated structure, from the Open Molecules 2025 dataset.

The electronic energy is -18048.27457 hartree. Its HOMO energy (alpha / beta) is -12.843 / -12.843 eV. As for the spin multiplicity: 3. As for the charge: +2.

Last column: Löwdin charge in e.
Element x y z (Å)
Mo: 1.27163 0.61334 -0.51111  0.238
Br: -1.29272 1.29833 0.60449  0.724
Br: -1.50133 -0.34065 -4.08598  0.663
Br: -0.12378 -1.55787 -1.44995  0.614
Br: 0.79798 -0.51367 2.03034  0.719
Ge: 2.40411 3.43777 -1.72776  0.251
Ge: 4.43359 1.39071 -0.61144  0.248
S: 4.39611 2.70603 -2.38489  0.461
S: 0.84196 1.89963 -2.32480  0.184
S: 3.18440 -0.46945 -0.99818  0.242
S: 2.59434 2.45240 0.38473  0.293
C: 4.62070 -0.81746 2.72791  -0.021
C: 4.74257 5.21047 -4.31890  -0.258
C: 6.36561 1.25837 1.56962  -0.224
C: 3.25731 3.77040 -6.18052  0.006
C: 6.15762 1.09536 0.20036  -0.233
C: 3.47988 1.01763 3.98314  -0.036
C: 7.22573 1.34487 -3.08143  -0.252
C: -0.59021 0.80740 2.33109  -0.893
C: 2.31189 2.70954 5.42700  -0.033
C: -0.66681 5.01260 -0.01349  -0.216
C: 5.32282 3.15372 -7.46470  -0.038
C: -0.68304 4.60440 2.38180  -0.274
C: 6.43922 -0.18088 -4.79465  -0.241
C: 4.44892 0.64180 3.05396  -0.222
C: 5.25911 1.62978 2.49448  -0.172
C: 2.59398 4.43495 -5.16216  -0.213
C: 6.39404 -0.85710 -2.46059  -0.229
C: 6.89960 0.39968 -2.09707  -0.182
C: 1.18863 7.41917 -1.29967  0.001
C: 5.99338 4.03483 2.27679  -0.015
C: 5.36606 4.54039 -5.36532  -0.011
C: 8.45312 0.52168 -0.13953  0.004
C: 3.30668 2.33733 4.36572  -0.258
C: 6.22075 -0.51561 -6.24122  -0.035
C: -0.12192 -1.46116 -3.41386  -0.981
C: 0.65148 5.00002 2.43935  -0.001
C: 5.58464 5.97837 -3.33753  -0.025
C: 2.63829 5.91572 -3.15925  -0.220
C: 5.09589 2.97643 2.85655  -0.222
C: 1.32379 6.05056 -1.10485  -0.225
C: 2.48149 7.28974 -3.31922  0.003
C: 1.32609 5.43809 1.31010  -0.239
C: 8.68464 0.70052 1.21467  -0.015
C: 0.66224 5.43384 0.07644  -0.167
C: -1.42821 5.04169 -1.31066  -0.017
C: 1.77210 8.03593 -2.39558  -0.015
C: 6.15488 -1.11496 -3.80644  0.001
C: 6.97764 1.04321 -4.41055  0.001
C: 4.64430 3.81858 -6.30434  -0.247
C: 7.64694 1.05055 2.06608  0.002
C: -1.32169 4.62159 1.15043  -0.058
C: 2.07205 5.31533 -2.02895  -0.224
C: 7.17843 0.69507 -0.66486  -0.225
C: 1.08771 4.46277 -5.14748  -0.023
C: 2.73285 5.95316 1.41348  -0.020
C: -1.42930 4.22419 3.62973  -0.039
C: 4.11972 3.30733 3.78194  -0.007
C: 6.22072 -1.98626 -1.47747  -0.047
C: 3.34850 5.14397 -4.21403  -0.197
C: 7.86662 2.65305 -2.70953  -0.033
H: 0.69318 4.02677 -6.06243  0.087
H: 2.78362 7.00900 1.14206  0.098
H: -0.29257 -2.48638 -3.72812  0.018
H: 6.30302 -1.66731 -0.43975  0.068
H: -2.36603 4.33790 1.08980  0.119
H: 5.90364 6.93068 -3.76432  0.099
H: 4.00888 4.34071 4.08384  0.119
H: 3.10608 5.84888 2.42864  0.070
H: -0.13245 1.68625 2.78039  0.010
H: -1.83177 5.11338 4.11717  0.098
H: 6.53699 0.29773 -6.89000  0.067
H: 2.88497 0.24643 4.45676  0.114
H: -1.37454 0.36270 2.93429  0.034
H: 5.09403 3.68461 -8.38953  0.094
H: 1.81346 3.64789 5.19174  0.060
H: 9.25503 0.21446 -0.79732  0.135
H: 6.48621 5.41737 -3.09071  0.069
H: 4.98030 2.12650 -7.58714  0.075
H: 5.05324 6.19357 -2.41223  0.077
H: 0.65717 3.90434 -4.31314  0.027
H: 0.71452 5.48449 -5.07090  0.095
H: 7.03160 3.86528 2.56501  0.093
H: 6.40436 3.14927 -7.34508  0.076
H: 5.29414 -0.98133 1.88853  0.069
H: 9.67775 0.54976 1.61326  0.120
H: 7.92141 3.31012 -3.57495  0.074
H: 5.26268 -2.48632 -1.61480  0.059
H: 1.65961 9.10146 -2.53727  0.121
H: -2.27539 3.57323 3.40942  0.079
H: 1.16258 5.01217 3.39311  0.110
H: 7.22847 1.77274 -5.16949  0.114
H: 5.97121 4.03545 1.18315  0.082
H: -2.04623 5.93864 -1.37036  0.102
H: -2.09763 4.18422 -1.38544  0.080
H: 0.61628 7.99825 -0.58771  0.136
H: 2.80803 2.84338 6.38903  0.097
H: 6.78857 -1.40455 -6.51588  0.092
H: -0.78195 3.73206 4.35593  0.070
H: 8.88213 2.50268 -2.33950  0.094
H: 6.99385 -2.73701 -1.64702  0.101
H: 5.77703 -2.08954 -4.09155  0.130
H: 3.66039 -1.28055 2.48920  0.045
H: -0.77192 5.04222 -2.17987  0.069
H: 6.44392 4.59679 -5.45242  0.123
H: 7.31407 3.16657 -1.92090  0.065
H: 1.55827 1.93449 5.55819  0.077
H: 0.85561 -1.08626 -3.70128  0.006
H: 2.67934 3.23576 -6.92323  0.125
H: 5.16977 -0.72637 -6.44232  0.086
H: 7.82711 1.16704 3.12634  0.135
H: 2.91361 7.76341 -4.18964  0.137
H: 5.02741 -1.35444 3.58518  0.101
H: 5.70667 5.02414 2.62510  0.081
H: 3.41282 5.42288 0.74048  0.069


[2]
The following is a quantum chemistry calculation of a single C4H6O2 molecule, from the Open Molecules 2025 dataset.

The electronic energy is -306.47220 hartree. Its HOMO energy is -9.763 eV. The SMILES is O=C1CCOC1. As for the charge: 0.

Last column: Löwdin charge in e.
Element x y z (Å)
O: -0.28433 -1.95230 1.27303  0.098
O: -0.84759 0.86770 -0.74716  -0.126
C: -0.20581 -0.95759 0.59657  -0.365
C: 1.06531 -0.28005 0.10785  -0.068
C: 0.56348 1.00074 -0.56103  -0.185
C: -1.37868 -0.14423 0.06986  -0.127
H: 1.73974 -0.10546 0.95075  0.127
H: 0.77735 1.88666 0.05199  0.120
H: -2.04939 -0.77948 -0.52035  0.138
H: 0.99799 1.16009 -1.55190  0.120
H: 1.57295 -0.95598 -0.58858  0.130
H: -1.95101 0.25991 0.91897  0.138


[3]
The following is a quantum chemistry calculation of C17H29BeBrCaCl4N2O9S as an isolated structure at a distorted geometry, from the Open Molecules 2025 dataset.

The electronic energy is -6956.39015 hartree. Its HOMO energy is -11.767 eV. As for the charge: +2.

Last column: Löwdin charge in e.
Element x y z (Å)
Br: -1.32818 1.57706 -3.98002  0.784
Ca: 0.33585 -0.43556 5.24238  1.587
Cl: 0.42509 -8.09242 0.51320  0.566
Cl: -2.09545 -8.09361 -0.88181  0.574
Cl: -1.74815 -6.45992 1.46858  0.552
Cl: -0.38832 -5.77004 -0.99126  0.577
S: -2.23496 -2.35845 4.68717  0.453
O: -2.47367 -3.60288 -0.16642  -0.110
O: -1.53835 6.10203 -1.06618  -0.184
O: -1.87510 -2.34389 1.42837  0.045
O: 0.83865 3.55239 1.28042  0.024
O: -0.76324 -1.95973 4.08266  -0.571
O: 2.59189 -1.24705 3.44790  -0.066
O: -2.92448 -1.16162 3.97193  -0.279
O: -2.62809 -3.60816 4.17718  -0.183
O: -2.17884 -2.17872 6.09577  -0.240
N: -2.71726 -2.47555 0.60898  0.033
N: -1.25512 -1.08311 -1.47649  0.199
C: 0.12489 -2.82646 -2.10322  0.013
C: -0.31211 5.60603 1.54408  -0.013
C: -3.16533 1.33075 -1.82269  -0.135
C: 2.42371 0.79823 0.50892  -0.045
C: 1.57246 5.30935 -0.15492  -0.003
C: -0.65711 1.25422 -1.22051  -0.163
C: -1.09717 -2.38820 -1.72676  -0.181
C: 0.71671 4.71282 0.92633  -0.485
C: -0.28312 -0.15844 -1.54209  -0.171
C: -1.75784 1.83889 -2.10432  -0.709
C: -0.95955 -7.12225 0.03864  -2.024
C: -2.32697 -3.24014 -1.54799  -0.098
C: 1.15375 -1.91665 -2.18611  0.070
C: 0.97197 -0.58355 -1.89168  -0.135
C: 4.50798 0.42184 -0.96301  -0.051
C: 3.04755 0.06432 -0.70691  -0.388
C: 2.17597 0.30808 -1.95753  -0.102
Be: -1.62044 -0.76922 3.35351  0.332
H: -2.40471 6.07674 -1.49755  -0.033
H: 2.99197 -1.00010 -0.48517  0.120
H: 3.17311 1.30513 1.10082  0.083
H: 2.13417 6.15703 0.23840  0.098
H: -0.99460 5.90989 0.73371  0.045
H: 2.72738 0.00335 -2.84117  0.134
H: -3.30063 1.08436 -0.76911  0.080
H: 3.43928 -1.42578 3.88248  0.078
H: 2.13514 -2.26444 -2.46195  0.150
H: -0.87333 5.07029 2.30846  0.081
H: 0.93373 5.64843 -0.97295  0.079
H: 2.27270 4.56205 -0.52585  0.077
H: -3.93325 2.03925 -2.10260  0.093
H: 0.15758 6.48135 1.99493  0.100
H: -3.20477 -2.66551 -1.84254  0.143
H: -1.00643 1.28904 -0.18556  0.134
H: 1.91032 1.35247 -2.04045  0.119
H: 4.62323 1.33033 -1.54093  0.090
H: 0.19742 1.90565 -1.28211  0.097
H: 5.00708 0.53025 -0.00633  0.076
H: 1.87947 0.07228 1.10909  0.055
H: 1.68965 1.50494 0.15304  0.031
H: 4.99950 -0.41373 -1.45197  0.084
H: -3.35362 0.41817 -2.38767  0.059
H: -2.18690 -0.79021 -1.19824  0.134
H: 2.10108 -2.07461 3.55935  0.043
H: -1.75747 2.90857 -1.94176  0.087
H: -2.24147 -4.16188 -2.09881  0.115
H: 0.32672 -3.85370 -2.33364  0.074


[4]
The following is a quantum chemistry calculation of a 2-piece molecular cluster, C5H12N2O3 overall at a distorted geometry, from the Open Molecules 2025 dataset.

The electronic energy is -532.94735 hartree. Its HOMO energy is -9.499 eV. The SMILES is CNC(=O)CC(=O)NC.O. As for the charge: 0.

Last column: Löwdin charge in e.
Element x y z (Å)
O: 0.82429 1.44192 -9.87557  -0.089
O: 1.69640 0.59624 -4.22729  0.020
O: 0.46724 2.37478 -1.35239  -0.012
N: 0.66108 1.94782 -5.70730  0.003
N: -0.33438 0.25146 -1.43376  0.007
C: 0.75337 1.37996 -4.52468  -0.460
C: 1.56098 1.88521 -6.86942  -0.050
C: -0.44026 1.60379 -3.52438  -0.011
C: 0.00000 0.00000 0.00000  -0.055
C: -0.05006 1.42646 -2.03865  -0.466
H: 0.82671 0.64901 -9.29286  0.035
H: -0.71381 0.55288 0.63356  0.085
H: -0.83831 -0.45262 -1.97861  0.137
H: -0.15484 2.53089 -5.90940  0.143
H: -0.07485 -1.07390 0.24032  0.081
H: -1.30042 0.90778 -3.55840  0.115
H: -0.03539 1.88333 -9.69020  0.053
H: 1.30109 2.74236 -7.51313  0.086
H: 2.64805 1.90180 -6.68339  0.101
H: 1.02081 0.34344 0.23793  0.089
H: 1.30986 0.95419 -7.40492  0.067
H: -0.83939 2.63496 -3.57760  0.122


What did we get for relative energy (zero: lowest compared OMol25 entry of this formula, charge and spin)? Answer: 0.0, 21.4, 0.0, 29.3 kcal/mol, in the order shown.